{"formula": "C7H21Co3F2N7O22P2", "method": "ωB97M-V/def2-TZVPD", "elements": ["Co", "Co", "Co", "P", "O", "O", "O", "O", "P", "O", "O", "O", "O", "F", "F", "C", "N", "O", "O", "H", "H", "H", "C", "N", "O", "O", "H", "H", "H", "C", "N", "O", "O", "H", "H", "H", "C", "N", "O", "O", "H", "H", "H", "C", "N", "O", "O", "H", "H", "H", "C", "N", "O", "O", "H", "H", "H", "C", "N", "O", "O", "H", "H", "H"], "positions_angstrom": [[2.551247, 0.022838, 0.191963], [1.043029, -2.564449, 1.449644], [-0.097571, -2.365125, -1.439175], [3.945369, -1.965405, 1.351136], [2.617534, -1.112152, 1.795724], [3.050762, -3.168065, 0.976062], [4.640615, -2.089997, 2.651919], [4.292433, -0.890686, 0.287013], [-0.063920, -0.302935, 0.131221], [0.836637, 0.956538, 0.141174], [1.104112, -1.342100, -0.288563], [-1.029838, -0.639203, -1.019041], [-0.175258, -0.987333, 1.491836], [1.026258, -2.812276, 3.289768], [0.121862, -3.862354, -0.033028], [-0.382344, 0.902984, -3.561076], [-0.060410, -0.412574, -4.147486], [-0.387454, -0.596791, -5.295599], [0.335469, -1.301075, -3.413096], [-0.427453, 0.857914, -2.478554], [-1.246788, 1.338982, -4.039563], [0.495058, 1.516706, -3.797725], [-4.219289, 1.134893, -2.278003], [-4.125984, -0.330614, -2.516955], [-5.079566, -1.016133, -2.221808], [-3.082396, -0.754895, -2.977827], [-4.538286, 1.281076, -1.242177], [-4.939086, 1.533986, -2.985733], [-3.237784, 1.582467, -2.355418], [-0.334709, 1.001824, 3.870686], [1.130057, 0.864155, 4.058089], [1.552116, -0.173619, 4.500346], [1.814516, 1.845514, 3.785456], [-0.754050, 0.002403, 3.931588], [-0.584717, 1.510426, 2.946236], [-0.705051, 1.542198, 4.741497], [-3.273495, -1.059457, 1.928248], [-3.199984, -2.428362, 1.357830], [-3.130820, -3.328939, 2.164321], [-3.245353, -2.558443, 0.149635], [-3.499813, -0.291254, 1.189153], [-2.290998, -0.774591, 2.300737], [-4.020223, -1.083822, 2.713030], [3.999431, -3.699327, -1.854743], [2.857159, -2.831280, -2.166617], [3.080143, -1.699594, -2.518343], [1.745489, -3.340671, -2.111553], [4.895485, -3.096960, -1.960656], [3.997830, -4.591154, -2.471782], [3.943343, -3.969077, -0.798033], [-1.975216, 2.669430, -0.185020], [-2.760601, 2.931467, 0.992863], [-2.185224, 3.454242, 2.035164], [-4.016374, 2.559823, 0.938393], [-0.945465, 2.923078, 0.049609], [-2.332188, 3.320139, -1.000923], [-2.069376, 1.604670, -0.419205], [2.168563, 4.004476, 0.496368], [3.508368, 3.358848, 0.667124], [3.550562, 2.170236, 0.439101], [4.415755, 4.023140, 1.115407], [1.997553, 4.554952, 1.417550], [1.437516, 3.223161, 0.323711], [2.262814, 4.748146, -0.291898]], "atomic_forces_ev_per_a": [[1.0, -0.4, 0.8], [1.8, 0.1, 0.9], [0.5, -0.9, 0.4], [-3.3, 1.6, 3.2], [-1.8, 1.2, 0.5], [0.6, -1.0, -1.6], [2.0, -0.5, -1.1], [1.0, -0.7, -1.6], [3.6, -2.4, 0.7], [-1.5, 0.9, -0.2], [1.5, -0.9, -2.0], [-1.0, 1.2, 0.8], [-3.1, 1.8, 0.9], [-0.5, -0.6, -0.9], [-0.3, 1.2, -0.3], [1.5, 1.1, 0.2], [-2.2, -0.6, 0.6], [0.6, 0.1, -0.4], [0.5, -0.1, -0.3], [-0.3, -0.4, 0.0], [-0.2, -0.3, -0.1], [-0.1, 0.0, -0.1], [-0.1, 0.0, 0.7], [0.5, 0.0, 0.1], [-0.2, 0.1, -0.1], [-0.2, 0.0, -0.3], [-0.2, 0.0, -0.1], [0.0, 0.0, 0.0], [0.0, -0.1, -0.4], [-0.5, -0.5, 0.5], [0.2, 0.1, -0.2], [0.0, 0.3, 0.2], [0.0, 0.0, -0.1], [0.1, -0.1, -0.3], [0.2, 0.2, 0.1], [0.1, 0.3, -0.2], [0.1, 0.9, -0.1], [-0.1, 0.6, 0.0], [0.0, -0.3, -0.1], [0.1, -0.1, 0.1], [-0.3, -0.4, -0.2], [0.1, -0.5, 0.2], [0.1, 0.0, 0.1], [0.9, 0.0, 0.7], [0.2, 0.2, -0.6], [-0.1, -0.1, 0.2], [-0.2, -0.3, 0.0], [0.0, 0.0, -0.3], [-0.2, 0.1, -0.2], [-0.5, 0.0, 0.0], [0.0, 0.4, 0.6], [-0.1, -0.1, 0.2], [-0.3, -0.2, -0.3], [0.3, 0.0, 0.0], [0.1, -0.1, -0.1], [0.0, -0.3, -0.2], [0.0, 0.1, -0.4], [0.3, 0.5, 0.3], [-1.1, 0.0, 0.7], [0.8, -0.5, -0.3], [0.1, -0.1, -0.4], [-0.2, -0.2, 0.1], [0.0, 0.0, -0.1], [0.0, -0.2, -0.2]], "lowdin_spin": [0.968, 2.982, 2.755, -0.006, 0.510, 0.178, 0.052, -0.012, 0.020, 0.009, 0.137, 0.065, 0.052, 0.151, 0.083, 0.001, 0.003, 0.009, 0.009, 0.000, 0.000, 0.000, 0.004, 0.000, 0.000, 0.001, 0.002, 0.001, 0.002, 0.001, 0.000, 0.000, 0.000, 0.000, 0.001, 0.000, 0.002, 0.000, 0.000, 0.001, 0.001, 0.001, 0.000, 0.002, 0.002, 0.004, 0.019, 0.000, 0.000, 0.001, 0.035, 0.422, 0.279, 0.215, 0.000, 0.020, 0.011, 0.000, 0.002, 0.001, 0.004, 0.000, 0.000, 0.000], "charge": -2, "orbital_gap_ev": [3.6, 6.3], "spin_multiplicity": 10, "s2": 25.2285, "mol_weight_g_mol": 832.015}



{"formula": "C40H41As3BiBrCl2F6N13", "method": "ωB97M-V/def2-TZVPD", "elements": ["Bi", "Cl", "C", "Cl", "H", "H", "N", "C", "N", "N", "N", "N", "C", "N", "N", "N", "N", "H", "C", "C", "As", "C", "C", "C", "C", "C", "C", "C", "C", "C", "C", "C", "C", "As", "C", "C", "C", "C", "C", "C", "C", "C", "C", "C", "C", "C", "H", "H", "H", "H", "H", "H", "H", "H", "H", "H", "H", "H", "H", "H", "H", "H", "H", "H", "H", "H", "H", "H", "H", "H", "C", "C", "C", "C", "N", "C", "N", "N", "N", "H", "H", "H", "H", "H", "H", "H", "H", "H", "H", "Br", "C", "C", "C", "C", "C", "C", "H", "H", "H", "H", "F", "As", "F", "F", "F", "F", "F"], "positions_angstrom": [[-1.094767, 0.539166, -0.121955], [-2.566775, 3.475149, 0.796792], [-4.240528, 2.892624, 0.523337], [-4.352778, 1.987915, -0.978869], [-4.876394, 3.766780, 0.472813], [-4.480272, 2.226981, 1.343928], [-2.363897, -2.848060, 0.081801], [-3.099662, -1.924467, 0.783665], [-4.124481, -2.195452, 1.564776], [-4.471503, -1.008252, 2.095891], [-3.693377, -0.073215, 1.672868], [-2.815387, -0.624049, 0.809391], [-1.036491, -2.687311, -0.169018], [-0.194160, -3.662039, -0.441092], [1.025075, -3.075587, -0.487963], [0.944780, -1.823538, -0.266515], [-0.369642, -1.519679, -0.065444], [-2.767360, -3.755366, -0.075744], [1.048985, 1.218180, 3.481139], [2.080074, 0.546101, 2.573640], [1.838840, 1.149840, 0.718672], [3.549179, 0.723655, -0.096627], [4.720293, 1.337769, 0.341475], [5.931094, 1.035539, -0.260917], [5.976780, 0.123451, -1.309028], [4.813048, -0.490099, -1.745866], [3.601891, -0.197097, -1.133995], [1.879454, 3.079865, 0.958673], [2.684279, 3.721637, 1.900040], [2.618616, 5.097466, 2.058258], [1.743383, 5.847348, 1.281385], [0.936837, 5.219975, 0.345300], [1.005271, 3.841012, 0.185691], [-0.772039, 0.754606, 2.912854], [-1.062747, -0.856033, 3.939288], [-1.270918, -0.750190, 5.313788], [-1.444892, -1.893076, 6.076058], [-1.414759, -3.145500, 5.470982], [-1.193812, -3.252437, 4.108016], [-1.013887, -2.107635, 3.341960], [-1.849973, 2.052858, 3.857638], [-1.371851, 3.342546, 4.064616], [-2.175667, 4.295356, 4.675272], [-3.462786, 3.964469, 5.072450], [-3.943819, 2.678527, 4.860210], [-3.143747, 1.721951, 4.252225], [1.151646, 2.299721, 3.429501], [1.162353, 0.919372, 4.523715], [1.971065, -0.540064, 2.553271], [3.100432, 0.762385, 2.893046], [4.693552, 2.066449, 1.142528], [6.838834, 1.514799, 0.082615], [6.923231, -0.108213, -1.780827], [4.831064, -1.198658, -2.564435], [2.712092, -0.709323, -1.461034], [3.354300, 3.146658, 2.528473], [3.247759, 5.587103, 2.790663], [1.691847, 6.920959, 1.408599], [0.253463, 5.798154, -0.263533], [0.381922, 3.365989, -0.564358], [-1.309341, 0.222894, 5.787906], [-1.611609, -1.808109, 7.142124], [-1.563413, -4.036768, 6.066627], [-1.166374, -4.222754, 3.629886], [-0.820001, -2.201256, 2.281492], [-0.378552, 3.627255, 3.738380], [-1.795828, 5.296345, 4.833869], [-4.091715, 4.707852, 5.545078], [-4.947670, 2.413711, 5.167259], [-3.533852, 0.727545, 4.080894], [0.828249, -5.876724, -3.156492], [1.904203, -5.468553, -4.158471], [3.200068, -5.087288, -3.447687], [1.422467, -4.348437, -5.081544], [1.233801, -3.078170, -4.391647], [0.210505, -2.638365, -3.656969], [0.507442, -1.449854, -3.190473], [1.746300, -1.178511, -3.658741], [2.192648, -2.145667, -4.374740], [1.164113, -6.733019, -2.569708], [-0.101290, -6.156597, -3.658630], [0.608378, -5.072613, -2.450615], [2.101936, -6.317471, -4.820388], [3.025914, -4.278937, -2.733683], [3.965213, -4.758613, -4.154032], [3.589425, -5.939603, -2.889426], [0.472717, -4.614913, -5.545400], [2.150126, -4.155232, -5.868102], [-0.707464, -3.173640, -3.487795], [0.546525, 4.301980, -6.063095], [0.110816, 3.158245, -4.617645], [1.133463, 2.638716, -3.841703], [0.818220, 1.793143, -2.780111], [-0.511769, 1.546830, -2.567442], [-1.556414, 2.009441, -3.322081], [-1.220496, 2.854393, -4.378967], [2.167512, 2.863077, -4.065585], [1.609338, 1.349614, -2.200017], [-2.587859, 1.741350, -3.142716], [-1.997793, 3.255246, -5.015130], [-2.546193, -0.488578, -1.942406], [-3.582405, -1.214954, -3.253766], [-2.336454, -0.834384, -4.376240], [-2.824753, -2.747225, -2.954260], [-4.575419, -1.870672, -4.479268], [-4.728708, -1.555460, -2.018830], [-4.257075, 0.367714, -3.459793]], "atomic_forces_ev_per_a": [[-0.4, -0.2, 0.2], [0.0, 0.0, 0.0], [0.1, 0.0, 0.0], [0.0, 0.0, 0.0], [0.0, 0.0, 0.0], [0.0, 0.0, 0.0], [-0.1, 0.0, -0.1], [-0.1, 0.0, 0.0], [-0.1, 0.0, 0.0], [0.1, 0.0, -0.1], [-0.1, 0.0, 0.0], [0.1, 0.0, 0.0], [0.2, 0.0, 0.0], [0.0, 0.0, 0.0], [-0.1, 0.1, 0.0], [0.0, -0.1, 0.0], [0.1, -0.1, 0.0], [0.0, -0.1, 0.0], [0.1, -0.1, -0.1], [-0.1, 0.1, 0.0], [0.1, -0.2, -0.2], [0.0, 0.1, 0.1], [0.0, 0.1, 0.0], [0.0, 0.0, 0.0], [0.0, 0.0, 0.0], [0.1, 0.0, 0.0], [0.0, -0.1, 0.0], [0.0, 0.0, 0.0], [-0.1, 0.0, 0.0], [0.0, 0.0, 0.0], [0.0, 0.0, 0.0], [0.0, 0.0, 0.0], [0.0, 0.0, 0.0], [0.0, 0.1, 0.0], [0.0, 0.0, 0.1], [0.0, 0.0, 0.0], [0.0, -0.1, 0.0], [0.0, 0.0, 0.0], [0.0, 0.0, 0.0], [0.1, 0.0, -0.1], [0.0, 0.0, 0.0], [0.0, 0.0, 0.0], [0.0, 0.0, 0.0], [0.0, 0.0, 0.0], [0.0, 0.0, 0.0], [0.0, 0.0, 0.0], [0.0, 0.0, 0.0], [0.0, -0.1, 0.0], [0.0, 0.0, 0.0], [0.0, 0.0, 0.0], [0.0, 0.0, 0.0], [0.0, 0.0, 0.0], [0.0, 0.0, 0.0], [0.0, 0.0, 0.0], [-0.1, 0.0, -0.1], [0.0, 0.0, 0.0], [0.0, 0.0, 0.0], [0.0, 0.0, 0.0], [0.0, 0.0, 0.0], [0.0, 0.0, 0.0], [0.0, 0.0, 0.0], [0.0, 0.0, 0.0], [0.0, 0.0, 0.0], [0.0, 0.0, 0.0], [0.0, 0.0, 0.1], [0.0, 0.0, 0.0], [0.0, 0.0, 0.0], [0.0, 0.0, 0.0], [0.0, 0.0, 0.0], [0.0, 0.0, 0.0], [0.0, 0.0, 0.0], [0.0, 0.0, 0.1], [0.0, 0.0, 0.0], [0.0, 0.0, 0.0], [0.0, -0.2, -0.1], [-0.2, 0.1, 0.1], [0.2, 0.1, -0.1], [0.0, 0.0, 0.0], [-0.1, 0.1, 0.0], [0.0, 0.0, 0.0], [0.0, 0.0, 0.0], [0.0, 0.0, 0.0], [0.0, 0.0, 0.0], [0.0, 0.0, 0.0], [0.0, 0.0, 0.0], [0.0, 0.0, 0.0], [0.0, 0.0, 0.0], [0.0, 0.0, 0.0], [-0.1, 0.0, 0.0], [0.0, 0.0, 0.0], [0.0, 0.0, 0.0], [0.0, 0.0, 0.0], [-0.1, 0.0, -0.1], [0.1, 0.1, -0.2], [0.0, 0.0, 0.1], [0.0, 0.0, 0.0], [0.0, 0.0, 0.0], [0.1, -0.1, 0.1], [0.1, 0.0, 0.0], [0.0, 0.0, 0.0], [0.3, -0.1, 0.0], [-0.1, 0.0, 0.1], [0.1, 0.1, 0.0], [0.1, 0.0, 0.1], [-0.1, -0.1, -0.1], [-0.1, 0.0, 0.1], [-0.1, 0.1, 0.0]], "lowdin_spin": [0.098, 0.005, 0.000, 0.000, 0.000, 0.000, 0.000, 0.002, 0.002, 0.001, 0.001, 0.037, 0.000, 0.000, 0.000, 0.000, 0.000, 0.000, 0.010, 0.001, -0.001, 0.000, 0.000, 0.000, 0.000, 0.000, 0.000, 0.000, 0.000, 0.000, 0.000, 0.000, -0.001, 0.050, 0.010, 0.003, 0.001, 0.000, 0.000, 0.001, 0.005, 0.003, 0.000, 0.003, 0.000, 0.002, 0.000, 0.001, 0.000, 0.000, 0.000, 0.000, 0.000, 0.000, 0.000, 0.000, 0.000, 0.000, 0.000, 0.000, 0.000, 0.000, 0.000, 0.000, 0.000, 0.000, 0.000, 0.000, 0.000, 0.000, 0.000, 0.000, 0.000, 0.000, 0.000, 0.000, 0.007, 0.000, 0.000, 0.000, 0.000, 0.000, 0.000, 0.000, 0.000, 0.000, 0.000, 0.000, 0.000, -0.002, -0.016, 0.032, 0.074, 0.540, 0.068, 0.031, 0.005, 0.009, 0.008, 0.005, 0.004, 0.000, 0.000, 0.000, 0.000, 0.000, 0.001], "orbital_gap_ev": [8.2, 6.4], "spin_multiplicity": 2, "s2": 0.7638, "mol_weight_g_mol": 1402.403}